# 1
The following is a DFT calculation (ωB97M-V/def2-TZVPD) of a molecular structure, F8Li2N4O16S8 at a distorted geometry.

```
38
Properties=species:S:1:pos:R:3:nbo_charge:R:1
Li 0.255 -0.286 -0.265 0.855
Li 1.922 -1.626 1.815 0.954
N 2.092 -1.091 -0.122 -1.254
S 3.284 0.180 0.071 2.408
O 4.404 0.321 -0.825 -0.857
O 3.521 0.254 1.504 -0.941
F 2.429 1.431 -0.274 -0.449
S 2.785 -1.784 -1.394 2.451
O 3.820 -2.741 -1.094 -0.927
O 2.787 -1.132 -2.652 -0.852
F 1.580 -2.849 -1.468 -0.515
N 1.386 2.047 3.544 -1.069
S 0.430 2.322 2.191 2.413
O -0.593 3.312 2.121 -0.850
O 0.377 1.167 1.323 -0.974
F 1.664 3.160 1.540 -0.529
S 0.266 2.146 4.586 2.438
O -0.636 1.034 4.646 -0.931
O -0.206 3.455 4.951 -0.930
F 1.218 1.855 5.854 -0.538
N -2.564 0.772 -2.651 -1.107
S -0.988 1.280 -2.852 2.453
O -0.593 1.921 -4.067 -0.900
O -0.013 0.454 -2.191 -0.986
F -1.086 2.513 -1.827 -0.505
S -2.771 -0.013 -3.997 2.461
O -1.752 -0.994 -4.307 -0.927
O -3.333 0.779 -5.056 -0.954
F -4.064 -0.799 -3.561 -0.501
N -1.517 -0.987 0.101 -1.133
S -1.991 -2.533 -0.574 2.405
O -3.261 -2.541 -1.239 -0.875
O -1.478 -3.704 0.092 -0.897
F -1.080 -2.275 -1.847 -0.486
S -1.530 -1.420 1.591 2.460
O -0.178 -1.361 2.125 -1.031
O -2.518 -2.301 2.182 -0.875
F -2.069 0.033 2.027 -0.504
```

Its charge is -2. For the relative energy (zero: lowest compared OMol25 entry of this formula, charge and spin), the calculation gives 147.58 kJ/mol. Its HOMO energy is -4.86 eV. As for the spin multiplicity: 1. The value obtained for the HOMO-LUMO gap is 8.16 eV. The calculation puts the LUMO energy at 3.30 eV.



# 2
The following is a DFT calculation (ωB97M-V/def2-TZVPD) of a molecular structure, F8N4O16PtS8 at a distorted geometry.

```
37
Properties=species:S:1:pos:R:3:lowdin_spin:R:1
Pt -0.097 -0.235 0.144 1.510
N 1.481 -1.073 -4.051 0.001
S -0.019 -0.996 -3.560 0.004
O -0.223 -0.780 -2.145 0.057
O -0.948 -1.817 -4.266 0.005
F -0.378 0.450 -4.127 0.002
S 1.695 -2.709 -3.810 0.000
O 1.530 -3.537 -4.950 0.000
O 1.344 -3.206 -2.517 0.000
F 3.283 -2.591 -3.655 0.000
N -2.094 -0.720 0.162 0.130
S -3.356 0.341 0.503 0.012
O -3.220 0.718 1.852 0.005
O -4.620 0.121 -0.079 0.007
F -2.744 1.541 -0.304 0.003
S -2.792 -1.970 -0.610 0.010
O -3.063 -1.657 -1.959 0.008
O -3.683 -2.714 0.191 0.016
F -1.519 -2.900 -0.630 0.001
N -0.992 0.703 4.335 0.000
S -0.219 1.664 3.256 0.006
O -0.287 1.081 1.940 0.068
O 0.903 2.435 3.634 0.004
F -1.358 2.755 3.205 0.005
S 0.089 0.459 5.473 0.000
O 0.306 1.580 6.330 0.000
O 1.209 -0.364 5.130 0.000
F -0.793 -0.530 6.379 0.000
N 1.574 0.989 -0.308 0.092
S 3.106 0.567 -0.817 0.009
O 4.125 1.059 0.022 0.014
O 3.234 0.514 -2.218 0.002
F 2.914 -0.963 -0.456 0.003
S 1.606 2.605 -0.520 0.009
O 1.619 2.947 -1.890 0.009
O 2.301 3.370 0.444 0.007
F 0.086 2.861 -0.128 0.000
```

Its charge is -2. For the relative energy (zero: lowest compared OMol25 entry of this formula, charge and spin), the calculation gives 0.00 kJ/mol. Its HOMO energy (spin up / spin down) is -5.36 / -5.35 eV. As for the spin multiplicity: 3. The value obtained for the HOMO-LUMO gap (spin up / spin down) is 9.45 / 6.66 eV. The calculation puts the LUMO energy (spin up / spin down) at 4.09 / 1.31 eV.



# 3
The following is a DFT calculation (ωB97M-V/def2-TZVPD) of a single F8Si3 molecule at a distorted geometry.

```
11
Properties=species:S:1:pos:R:3:nbo_charge:R:1
F 1.508 0.228 2.036 -0.668
Si 2.045 -0.654 0.797 1.973
F 2.379 -2.015 1.502 -0.643
F 3.389 -0.052 0.260 -0.641
Si -0.070 -0.476 -0.484 1.188
F -0.643 -1.917 -0.218 -0.652
F 0.373 -0.498 -1.999 -0.662
Si -1.930 1.162 -0.481 2.034
F -2.408 0.989 1.012 -0.647
F -3.076 0.590 -1.444 -0.643
F -1.568 2.645 -0.980 -0.638
```

For the relative energy (zero: lowest compared OMol25 entry of this formula, charge and spin), the calculation gives 0.00 kJ/mol. Its HOMO energy is -10.98 eV. As for the spin multiplicity: 1. The value obtained for the HOMO-LUMO gap is 10.20 eV. The SMILES is F[Si](F)(F)[Si](F)(F)[Si](F)(F)F. The calculation puts the LUMO energy at -0.77 eV.



# 4
The following is a DFT calculation (ωB97M-V/def2-TZVPD) of a single FH molecule.

```
2
Properties=species:S:1:pos:R:3:nbo_charge:R:1
F -0.120 -0.233 0.381 -0.557
H 0.120 0.233 -0.381 0.557
```

For the relative energy (zero: lowest compared OMol25 entry of this formula, charge and spin), the calculation gives 0.00 kJ/mol. Its HOMO energy is -14.43 eV. As for the spin multiplicity: 1. The value obtained for the HOMO-LUMO gap is 15.79 eV. The SMILES is F. The calculation puts the LUMO energy at 1.37 eV.



# 5
The following is a DFT calculation (ωB97M-V/def2-TZVPD) of a molecular structure, FH14O7Pb at a distorted geometry.

```
23
Properties=species:S:1:pos:R:3:nbo_charge:R:1
Pb 0.207 -0.182 0.485 1.641
F 2.769 -2.634 2.468 -0.656
O -1.265 0.528 -3.469 -0.962
H -0.725 0.735 -4.231 0.482
H -2.165 0.650 -3.772 0.483
O 0.551 1.719 4.351 -0.959
H -0.122 1.720 5.031 0.479
H 1.174 2.390 4.629 0.483
O -4.107 0.936 0.938 -0.960
H -4.425 0.760 1.824 0.478
H -4.837 1.379 0.505 0.484
O -2.228 -4.291 0.880 -0.957
H -1.761 -5.035 1.261 0.482
H -3.004 -4.677 0.474 0.476
O 0.323 4.180 0.236 -0.960
H 0.637 4.762 -0.457 0.482
H -0.300 4.710 0.732 0.480
O 1.870 -3.215 -2.427 -0.951
H 2.410 -3.065 -3.203 0.476
H 1.330 -3.973 -2.653 0.478
O 4.178 0.888 -1.102 -0.960
H 4.559 0.470 -1.874 0.478
H 4.929 1.244 -0.626 0.484
```

Its charge is +1. For the relative energy (zero: lowest compared OMol25 entry of this formula, charge and spin), the calculation gives 793.27 kJ/mol. Its HOMO energy is -11.55 eV. As for the spin multiplicity: 1. The value obtained for the HOMO-LUMO gap is 4.44 eV. The calculation puts the LUMO energy at -7.11 eV.



# 6
The following is a DFT calculation (ωB97M-V/def2-TZVPD) of 9 unconnected molecules or ions with the total composition FH16O8 at a distorted geometry.

```
25
Properties=species:S:1:pos:R:3:nbo_charge:R:1
F -8.837 -25.834 11.153 -0.788
O -8.148 -23.928 9.821 -0.990
H -8.389 -24.729 10.354 0.470
H -8.880 -23.862 9.237 0.458
O -8.451 -27.474 13.280 -0.971
H -8.573 -26.844 12.566 0.488
H -8.112 -28.227 12.788 0.466
O -10.750 -27.590 10.878 -0.987
H -10.154 -26.814 10.938 0.492
H -10.985 -27.814 11.768 0.463
O -7.808 -26.935 9.098 -0.980
H -8.057 -27.906 9.044 0.461
H -8.330 -26.628 9.900 0.487
O -7.867 -24.821 14.415 -0.941
H -8.818 -24.666 14.593 0.457
H -7.922 -25.504 13.752 0.480
O -10.645 -24.382 12.388 -0.971
H -9.956 -24.858 11.895 0.497
H -11.110 -25.032 12.869 0.449
O -6.301 -25.839 11.640 -0.962
H -7.206 -25.773 11.309 0.478
H -5.890 -26.276 10.917 0.458
O -10.159 -25.486 8.274 -0.967
H -10.825 -25.205 8.929 0.469
H -9.529 -26.053 8.711 0.486
```

Its charge is -1. For the relative energy (zero: lowest compared OMol25 entry of this formula, charge and spin), the calculation gives 119.60 kJ/mol. Its HOMO energy is -6.77 eV. As for the spin multiplicity: 1. The value obtained for the HOMO-LUMO gap is 9.94 eV. The calculation puts the LUMO energy at 3.17 eV.



# 7
The following is a DFT calculation (ωB97M-V/def2-TZVPD) of 10 unconnected molecules or ions with the total composition FH18O9 at a distorted geometry.

```
28
Properties=species:S:1:pos:R:3:nbo_charge:R:1
F -0.008 0.085 0.041 -0.865
O -2.134 0.377 -1.715 -0.977
H -1.464 0.390 -1.027 0.505
H -2.365 1.318 -1.850 0.465
O 2.081 2.556 1.874 -0.951
H 2.807 2.194 2.418 0.456
H 1.957 1.811 1.328 0.486
O 1.388 -1.733 -1.307 -0.949
H 0.832 -1.090 -0.910 0.482
H 0.867 -2.198 -1.963 0.447
O 1.212 2.335 -0.960 -0.976
H 0.686 1.603 -0.564 0.496
H 0.678 3.120 -0.764 0.462
O -1.465 -2.309 -0.317 -0.969
H -1.445 -2.656 -1.188 0.467
H -0.818 -1.597 -0.369 0.497
O 2.143 -0.228 1.421 -0.981
H 1.845 -0.733 2.144 0.468
H 1.340 -0.025 0.972 0.491
O -0.543 -2.215 2.243 -0.954
H -0.990 -2.380 1.437 0.487
H -1.262 -2.251 2.871 0.454
O -1.766 0.859 1.984 -0.980
H -2.554 1.063 1.533 0.447
H -1.176 0.425 1.307 0.510
O 0.252 0.337 -3.209 -0.984
H -0.690 0.171 -3.014 0.480
H 0.592 0.770 -2.417 0.485
```

Its charge is -1. For the relative energy (zero: lowest compared OMol25 entry of this formula, charge and spin), the calculation gives 10.90 kJ/mol. Its HOMO energy is -7.08 eV. As for the spin multiplicity: 1. The value obtained for the HOMO-LUMO gap is 10.23 eV. The calculation puts the LUMO energy at 3.15 eV.



# 8
The following is a DFT calculation (ωB97M-V/def2-TZVPD) of a single FH2IP2 molecule at a distorted geometry.

```
6
Properties=species:S:1:pos:R:3:nbo_charge:R:1
F 1.752 1.442 0.031 -0.596
P 0.498 0.800 -0.823 0.718
P -0.686 0.050 0.900 0.006
I -2.668 -0.614 -0.257 -0.088
H 1.355 -0.239 -0.857 -0.065
H -0.251 -1.441 1.006 0.026
```

For the relative energy (zero: lowest compared OMol25 entry of this formula, charge and spin), the calculation gives 46.49 kJ/mol. Its HOMO energy is -9.22 eV. As for the spin multiplicity: 1. The value obtained for the HOMO-LUMO gap is 8.93 eV. The SMILES is F[PH]#[PH]I. The calculation puts the LUMO energy at -0.29 eV.



# 9
The following is a DFT calculation (ωB97M-V/def2-TZVPD) of a single FH2N molecule at a distorted geometry.

```
4
Properties=species:S:1:pos:R:3:nbo_charge:R:1
N -0.189 -0.397 0.037 -0.372
F 1.135 0.123 0.005 -0.299
H -0.555 0.075 0.820 0.327
H -0.390 0.199 -0.861 0.343
```

For the relative energy (zero: lowest compared OMol25 entry of this formula, charge and spin), the calculation gives 0.00 kJ/mol. Its HOMO energy is -10.84 eV. As for the spin multiplicity: 1. The value obtained for the HOMO-LUMO gap is 12.07 eV. The SMILES is NF. The calculation puts the LUMO energy at 1.23 eV.



# 10
The following is a DFT calculation (ωB97M-V/def2-TZVPD) of 2 unconnected molecules or ions with the total composition FH2N2O at a distorted geometry.

```
6
Properties=species:S:1:pos:R:3:nbo_charge:R:1
N -0.780 -0.241 -0.230 -0.718
N 0.640 -0.298 -0.424 0.292
O 1.239 -1.014 0.395 -0.530
F 1.020 1.399 0.194 -0.736
H -0.911 -0.403 0.732 0.330
H -1.209 0.557 -0.669 0.362
```

Its charge is -1. For the relative energy (zero: lowest compared OMol25 entry of this formula, charge and spin), the calculation gives 0.00 kJ/mol. Its HOMO energy is -3.13 eV. As for the spin multiplicity: 1. The value obtained for the HOMO-LUMO gap is 8.52 eV. The calculation puts the LUMO energy at 5.39 eV.



# 11
The following is a DFT calculation (ωB97M-V/def2-TZVPD) of 2 unconnected molecules or ions with the total composition FH2NO at a distorted geometry.

```
5
Properties=species:S:1:pos:R:3:nbo_charge:R:1
N -0.104 -0.553 -0.108 -0.252
O -0.242 0.505 -0.687 -0.019
F 0.283 1.924 0.107 -0.411
H -0.703 -0.888 0.704 0.341
H 0.765 -0.989 -0.016 0.341
```

For the relative energy (zero: lowest compared OMol25 entry of this formula, charge and spin), the calculation gives 202.53 kJ/mol. Its HOMO energy (spin up / spin down) is -11.03 / -11.03 eV. As for the spin multiplicity: 1. The value obtained for the HOMO-LUMO gap (spin up / spin down) is 10.38 / 10.38 eV. The calculation puts the LUMO energy (spin up / spin down) at -0.65 / -0.65 eV.



# 12
The following is a DFT calculation (ωB97M-V/def2-TZVPD) of a single FH2O2P molecule at a distorted geometry.

```
6
Properties=species:S:1:pos:R:3:nbo_charge:R:1
O -1.112 1.508 0.118 -1.021
P -0.525 0.195 -0.008 1.759
O 1.121 0.427 0.001 -0.403
F 1.808 -0.873 0.113 -0.148
H -0.535 -0.420 -1.217 -0.108
H -0.756 -0.838 0.993 -0.079
```

For the relative energy (zero: lowest compared OMol25 entry of this formula, charge and spin), the calculation gives 526.94 kJ/mol. Its HOMO energy is -11.83 eV. As for the spin multiplicity: 1. The value obtained for the HOMO-LUMO gap is 11.15 eV. The SMILES is O=[PH2]OF. The calculation puts the LUMO energy at -0.67 eV.